(1)
Below is a cluster of 2 separate species, CH4O3 in total in a non-equilibrium geometry, with properties calculated with the ωB97M-V functional and the def2-TZVPD basis.

Computed properties:
- charge = +1
- HOMO-LUMO gap (alpha / beta) (eV) = 7.1 / 2.3
- F_max (eV/Å) = 5.1
- ΔE to the lowest compared entry with this formula, charge and spin (kcal per mole) = 28.96
- spin multiplicity = 2
- HOMO (alpha / beta) (eV) = -14.010 / -13.985

The geometry in XYZ format:
```
8
CH4O3 the ωB97M-V functional and the def2-TZVPD basis
O 2.2014 -0.9530 0.6034
C 1.7961 -1.2472 -0.4618
O 0.8877 -0.3058 -0.9778
H 2.1179 -1.9422 -1.2413
H 0.2776 -0.1122 -0.2875
H -4.1757 2.7774 0.5172
H -4.1660 1.2912 1.1699
O -3.6929 1.9425 0.7009
```

***

(2)
Below is a cluster of 2 separate species, CH4O3S in total in a non-equilibrium geometry, with properties calculated with the ωB97M-V functional and the def2-TZVPD basis.

Computed properties:
- charge = 0
- HOMO-LUMO gap (eV) = 10.0
- F_max (eV/Å) = 6.8
- ΔE to the lowest compared entry with this formula, charge and spin (kcal per mole) = 74.25
- HOMO (eV) = -9.640

The geometry in XYZ format:
```
9
CH4O3S the ωB97M-V functional and the def2-TZVPD basis
C 0.4780 0.2023 0.2584
O 0.6050 -0.9223 -0.5156
O 0.9548 1.3531 -0.3327
O -0.7284 0.4344 0.7327
S -2.0609 0.1045 -0.1467
H 1.2200 -0.2039 1.4852
H -0.3614 -1.0633 -0.8082
H 1.8688 1.4299 -0.6155
H -1.9758 -1.3346 -0.0577
```

***

(3)
Below is the molecule CH4O3S in a non-equilibrium geometry, with properties calculated with the ωB97M-V functional and the def2-TZVPD basis.

Computed properties:
- charge = 0
- HOMO-LUMO gap (eV) = 10.2
- F_max (eV/Å) = 5.4
- ΔE to the lowest compared entry with this formula, charge and spin (kcal per mole) = 110.99
- HOMO (eV) = -9.989

The geometry in XYZ format:
```
9
CH4O3S the ωB97M-V functional and the def2-TZVPD basis
C 0.4688 -0.2659 0.1157
O -1.2869 1.6188 0.6146
O -2.4206 0.1415 -1.0961
O -2.0489 -0.7405 -0.0071
S -1.0484 0.0581 1.0347
H 0.6454 -1.3433 0.3277
H 1.1593 0.3954 0.5349
H 0.0495 0.0110 -0.8930
H -2.5965 1.0270 -0.5515
```

***

(4)
Below is a cluster of 2 separate species, CH4O3S in total in a non-equilibrium geometry, with properties calculated with the ωB97M-V functional and the def2-TZVPD basis.

Computed properties:
- charge = 0
- HOMO-LUMO gap (alpha / beta) (eV) = 8.5 / 7.9
- F_max (eV/Å) = 3.7
- ΔE to the lowest compared entry with this formula, charge and spin (kcal per mole) = 133.82
- HOMO (alpha / beta) (eV) = -9.791 / -9.922

The geometry in XYZ format:
```
9
CH4O3S the ωB97M-V functional and the def2-TZVPD basis
C -1.5105 -0.1923 0.2226
O 0.7293 -1.7519 -0.4335
O 2.4632 0.7355 0.0636
O 0.6266 0.7360 -0.1652
S 0.4005 -0.6606 0.4381
H -1.9020 -1.0144 -0.2549
H -1.6680 0.7724 -0.4156
H -2.0985 0.0472 1.1095
H 2.9594 1.3282 -0.5647
```

***

(5)
Below is a cluster of 2 separate species, CH4O3S in total in a non-equilibrium geometry, with properties calculated with the ωB97M-V functional and the def2-TZVPD basis.

Computed properties:
- charge = 0
- HOMO-LUMO gap (eV) = 10.5
- F_max (eV/Å) = 2.2
- ΔE to the lowest compared entry with this formula, charge and spin (kcal per mole) = 2.68
- HOMO (eV) = -10.107

The geometry in XYZ format:
```
9
CH4O3S the ωB97M-V functional and the def2-TZVPD basis
C 0.7707 1.3887 0.5196
O 0.5262 1.6910 -0.5956
O 0.3737 0.2367 1.1633
O 1.5719 2.0919 1.2726
S -1.0593 -1.9984 -1.7584
H -1.7932 -3.1840 -2.0729
H -0.0826 -0.2521 0.5157
H 1.7175 1.5230 2.0008
H -2.0248 -1.4968 -1.0451
```

***

(6)
Below is the molecule CH4O4 in a non-equilibrium geometry, with properties calculated with the ωB97M-V functional and the def2-TZVPD basis.

Computed properties:
- charge = 0
- HOMO-LUMO gap (eV) = 11.8
- F_max (eV/Å) = 3.5
- ΔE to the lowest compared entry with this formula, charge and spin (kcal per mole) = 16.64
- HOMO (eV) = -11.368

The geometry in XYZ format:
```
9
CH4O4 the ωB97M-V functional and the def2-TZVPD basis
C 0.0342 0.0544 -0.0420
O -1.2274 -0.4516 0.5313
O 1.1247 -0.3965 0.7089
O 0.2191 -0.3885 -1.3183
O -0.0184 1.4538 -0.0654
H -1.0644 -1.4393 0.3827
H 1.8910 0.2197 0.6929
H -0.4988 0.0822 -1.6923
H 0.2845 1.6268 0.8231
```

***

(7)
Below is the molecule CH4O4 in a non-equilibrium geometry, with properties calculated with the ωB97M-V functional and the def2-TZVPD basis.

Computed properties:
- charge = 0
- HOMO-LUMO gap (eV) = 11.2
- F_max (eV/Å) = 4.8
- ΔE to the lowest compared entry with this formula, charge and spin (kcal per mole) = 36.63
- HOMO (eV) = -10.700

The geometry in XYZ format:
```
9
CH4O4 the ωB97M-V functional and the def2-TZVPD basis
C -0.2355 0.0530 0.0140
O 1.5133 -0.0592 0.1742
O -0.8309 -1.1119 -0.4520
O -0.4305 0.3373 1.3492
O -0.4558 0.9358 -0.9132
H 1.8547 0.3918 -0.5739
H -0.5774 -1.9475 0.0825
H 0.4872 0.6263 1.6940
H -1.3251 0.7744 -1.3747
```

***

(8)
Below is a cluster of 2 separate species, CH4O4Si in total in a non-equilibrium geometry, with properties calculated with the ωB97M-V functional and the def2-TZVPD basis.

Computed properties:
- charge = 0
- HOMO-LUMO gap (eV) = 10.0
- F_max (eV/Å) = 2.9
- ΔE to the lowest compared entry with this formula, charge and spin (kcal per mole) = 50.31
- HOMO (eV) = -9.853

The geometry in XYZ format:
```
10
CH4O4Si the ωB97M-V functional and the def2-TZVPD basis
C -2.4875 0.2154 0.1181
O -3.6408 0.0572 -0.0385
O 1.2765 0.6160 0.2544
O 3.0677 -0.8910 -0.6029
O -1.5436 -0.6906 -0.1652
Si 2.8916 0.2387 0.5160
H -2.0417 1.1627 0.2487
H 0.6993 1.1313 0.7456
H 2.3261 -1.4520 -0.8328
H -0.5476 -0.3876 -0.2434
```

***

(9)
Below is a cluster of 2 separate species, CH4OS in total in a non-equilibrium geometry, with properties calculated with the ωB97M-V functional and the def2-TZVPD basis.

Computed properties:
- charge = 0
- HOMO-LUMO gap (alpha / beta) (eV) = 7.6 / 9.6
- F_max (eV/Å) = 3.4
- ΔE to the lowest compared entry with this formula, charge and spin (kcal per mole) = 82.15
- HOMO (alpha / beta) (eV) = -8.748 / -9.312

The geometry in XYZ format:
```
7
CH4OS the ωB97M-V functional and the def2-TZVPD basis
C -1.4179 -0.3258 0.0819
O 1.1190 0.4179 -0.8625
S 2.3444 -0.0030 -0.1676
H -1.0160 -0.9720 0.7370
H -1.8643 -0.7797 -0.7273
H -1.9892 0.4600 0.3845
H 2.8241 1.2026 0.5540
```

***

(10)
Below is a cluster of 2 separate species, CH4OS in total in a non-equilibrium geometry, with properties calculated with the ωB97M-V functional and the def2-TZVPD basis.

Computed properties:
- charge = 0
- HOMO-LUMO gap (eV) = 10.6
- F_max (eV/Å) = 4.2
- ΔE to the lowest compared entry with this formula, charge and spin (kcal per mole) = 19.04
- HOMO (eV) = -9.872

The geometry in XYZ format:
```
7
CH4OS the ωB97M-V functional and the def2-TZVPD basis
C -0.4690 -0.7704 -2.4082
O 0.3060 -1.4816 -1.8464
S -0.7046 1.2893 0.6801
H -1.4831 -0.7164 -2.0147
H -0.0031 -0.1998 -3.1986
H -0.2260 2.1774 1.6272
H -1.2786 0.3429 1.2591
```

***

(11)
Below is the molecule CH4OS in a non-equilibrium geometry, with properties calculated with the ωB97M-V functional and the def2-TZVPD basis.

Computed properties:
- charge = 0
- HOMO-LUMO gap (eV) = 9.8
- F_max (eV/Å) = 5.1
- ΔE to the lowest compared entry with this formula, charge and spin (kcal per mole) = 27.34
- HOMO (eV) = -9.000

The geometry in XYZ format:
```
7
CH4OS the ωB97M-V functional and the def2-TZVPD basis
C -0.8863 -0.0665 -0.0900
O 0.5015 -0.4822 -0.7265
S 1.7991 -0.5402 0.2688
H -1.5005 0.6573 -0.7147
H -0.5880 0.5000 0.8551
H -1.4702 -0.8935 -0.0087
H 2.1444 0.8251 0.4159
```

***

(12)
Below is the molecule CH4OS3 in a non-equilibrium geometry, with properties calculated with the ωB97M-V functional and the def2-TZVPD basis.

Computed properties:
- charge = 0
- HOMO-LUMO gap (eV) = 8.4
- F_max (eV/Å) = 3.7
- ΔE to the lowest compared entry with this formula, charge and spin (kcal per mole) = 48.01
- HOMO (eV) = -9.249

The geometry in XYZ format:
```
9
CH4OS3 the ωB97M-V functional and the def2-TZVPD basis
C 1.3622 0.4139 -0.1426
O -1.4009 -0.8862 -1.1515
S 0.6929 -0.7111 1.0691
S -2.0974 1.2941 0.4739
S -1.3211 -0.4571 0.2095
H 1.4175 1.4953 0.1578
H 1.0028 0.0439 -1.1421
H 2.5543 0.2911 -0.2462
H -2.2104 -1.4840 0.7721
```

***

(13)
Below is a structure of composition CH4P2S in a non-equilibrium geometry, with properties calculated with the ωB97M-V functional and the def2-TZVPD basis.

Computed properties:
- charge = 0
- HOMO-LUMO gap (alpha / beta) (eV) = 7.8 / 5.4
- F_max (eV/Å) = 4.0
- ΔE to the lowest compared entry with this formula, charge and spin (kcal per mole) = 93.94
- spin multiplicity = 3
- HOMO (alpha / beta) (eV) = -7.284 / -8.641

The geometry in XYZ format:
```
8
CH4P2S the ωB97M-V functional and the def2-TZVPD basis
C -0.7246 0.9991 -0.1788
P -0.7359 -0.8706 -0.3643
P 1.0136 1.1823 -0.0808
S -2.5693 -1.1349 0.2592
H 0.4662 -1.2014 0.5834
H -0.3842 -1.8379 -1.3601
H 1.0656 2.4280 0.4377
H 1.8687 0.4354 0.7037
```

***

(14)
Below is the molecule CH4S2 in a non-equilibrium geometry, with properties calculated with the ωB97M-V functional and the def2-TZVPD basis.

Computed properties:
- charge = 0
- HOMO-LUMO gap (eV) = 9.3
- F_max (eV/Å) = 5.2
- ΔE to the lowest compared entry with this formula, charge and spin (kcal per mole) = 17.90
- HOMO (eV) = -9.204

The geometry in XYZ format:
```
7
CH4S2 the ωB97M-V functional and the def2-TZVPD basis
C 0.6920 0.0833 0.2188
S -2.3620 -0.1462 0.2364
S -0.6862 1.2562 0.3109
H 1.4710 0.5669 0.9636
H 1.1180 0.0422 -0.6964
H 0.5928 -1.0132 0.6221
H -2.9267 -0.1287 -1.0788
```

***

(15)
Below is a cluster of 2 separate species, CH4S2 in total in a non-equilibrium geometry, with properties calculated with the ωB97M-V functional and the def2-TZVPD basis.

Computed properties:
- charge = 0
- HOMO-LUMO gap (alpha / beta) (eV) = 7.5 / 7.9
- F_max (eV/Å) = 4.6
- ΔE to the lowest compared entry with this formula, charge and spin (kcal per mole) = 55.26
- HOMO (alpha / beta) (eV) = -8.466 / -8.470

The geometry in XYZ format:
```
7
CH4S2 the ωB97M-V functional and the def2-TZVPD basis
C 0.0722 1.3660 0.2660
S 0.3365 -2.2958 0.1131
S -1.1327 -0.9126 -0.0082
H -0.0761 1.7818 1.3661
H -0.5530 1.8476 -0.5470
H 0.9574 0.9601 -0.0582
H 0.3957 -2.7470 -1.1318
```

***

(16)
Below is a cluster of 2 separate species, CH4S3 in total, with properties calculated with the ωB97M-V functional and the def2-TZVPD basis.

Computed properties:
- charge = 0
- HOMO-LUMO gap (eV) = 5.9
- F_max (eV/Å) = 0.4
- ΔE to the lowest compared entry with this formula, charge and spin (kcal per mole) = 33.74
- HOMO (eV) = -7.746

The geometry in XYZ format:
```
8
CH4S3 the ωB97M-V functional and the def2-TZVPD basis
C 0.3767 -0.0060 1.0178
H 0.2867 0.0619 2.1026
H 0.3989 -1.0516 0.7078
H 1.3151 0.4642 0.7205
H -1.9746 0.1996 0.6664
S -0.9454 0.9112 0.1816
S 0.0536 -1.0959 -3.1409
S 0.4890 0.5165 -2.2558
```

***

(17)
Below is a cluster of 2 separate species, CH4S3Si in total in a non-equilibrium geometry, with properties calculated with the ωB97M-V functional and the def2-TZVPD basis.

Computed properties:
- charge = 0
- HOMO-LUMO gap (eV) = 8.5
- F_max (eV/Å) = 3.9
- ΔE to the lowest compared entry with this formula, charge and spin (kcal per mole) = 32.01
- HOMO (eV) = -8.926

The geometry in XYZ format:
```
9
CH4S3Si the ωB97M-V functional and the def2-TZVPD basis
C 0.0890 1.0740 -2.4701
Si -0.0604 -0.9828 1.7200
S -0.8613 -0.1413 -2.4817
S 0.7117 2.5296 -2.7084
S -0.9964 0.5715 0.5747
H 0.7852 -0.8480 2.9732
H -1.1612 -2.0481 1.7221
H 0.9644 -1.0404 0.5247
H 0.5289 0.8856 0.1456
```

***

(18)
Below is a cluster of 2 separate species, CH5BO4 in total in a non-equilibrium geometry, with properties calculated with the ωB97M-V functional and the def2-TZVPD basis.

Computed properties:
- charge = 0
- HOMO-LUMO gap (alpha / beta) (eV) = 6.7 / 8.5
- F_max (eV/Å) = 5.2
- ΔE to the lowest compared entry with this formula, charge and spin (kcal per mole) = 7.67
- spin multiplicity = 3
- HOMO (alpha / beta) (eV) = -6.180 / -11.405

The geometry in XYZ format:
```
11
CH5BO4 the ωB97M-V functional and the def2-TZVPD basis
B -0.6623 -1.6657 -0.0708
C -1.0995 -0.1610 -0.0615
O 2.8743 2.5447 -0.0117
O -1.3620 -2.4620 0.6377
O -2.3960 0.2410 -0.0542
O -0.2169 0.6645 0.0559
H 0.2984 -1.9098 -0.6606
H 2.5631 1.9894 -0.7161
H -0.9824 -3.3106 0.8445
H -2.5906 1.0381 0.3576
H 3.5740 3.0316 -0.3207
```

***

(19)
Below is a cluster of 2 separate species, CH5BS in total in a non-equilibrium geometry, with properties calculated with the ωB97M-V functional and the def2-TZVPD basis.

Computed properties:
- charge = 0
- HOMO-LUMO gap (alpha / beta) (eV) = 10.0 / 7.2
- F_max (eV/Å) = 4.7
- ΔE to the lowest compared entry with this formula, charge and spin (kcal per mole) = 102.61
- HOMO (alpha / beta) (eV) = -9.897 / -7.527

The geometry in XYZ format:
```
8
CH5BS the ωB97M-V functional and the def2-TZVPD basis
B -0.3341 -0.2207 -0.0328
C 0.8400 0.8416 -0.0979
S -2.1040 0.0021 -0.1026
H 0.8457 -2.7427 -0.1904
H 1.8122 0.3642 -0.5386
H 1.0582 1.1628 1.0039
H 0.4736 1.6837 -0.5321
H -2.5916 -1.0909 0.4906
```

***

(20)
Below is a cluster of 2 separate species, CH5BS in total in a non-equilibrium geometry, with properties calculated with the ωB97M-V functional and the def2-TZVPD basis.

Computed properties:
- charge = 0
- HOMO-LUMO gap (eV) = 10.2
- F_max (eV/Å) = 3.8
- ΔE to the lowest compared entry with this formula, charge and spin (kcal per mole) = 46.57
- HOMO (eV) = -9.588

The geometry in XYZ format:
```
8
CH5BS the ωB97M-V functional and the def2-TZVPD basis
B 0.0975 -0.3821 0.2823
C -0.3519 1.1577 0.0440
S 0.2280 -1.4298 -1.0987
H 0.7226 -1.2645 1.7751
H 0.2612 1.4899 -0.7033
H -0.3978 1.8330 0.8346
H -1.2857 1.1867 -0.4621
H 0.7261 -2.5910 -0.6719
```